# 1
{
  "formula": "C4H6N2O",
  "method": "ωB97M-V/def2-TZVPD",
  "symbols": ["C", "C", "C", "C", "N", "N", "O", "H", "H", "H", "H", "H", "H"],
  "positions_angstrom": [[-1.646, -0.828, 0.216], [0.957, -1.363, -0.200], [-0.335, 2.099, -0.308], [0.636, 0.022, 0.208], [-2.623, -1.444, 0.305], [1.319, -2.166, 0.672], [0.672, 1.082, -0.526], [0.724, -1.528, -1.202], [0.116, 3.047, -0.706], [-0.613, 2.105, 0.741], [-1.093, 1.938, -0.982], [0.630, 0.162, 1.362], [1.256, -3.127, 0.421]],
  "nbo_charge": [-0.04, 0.03, -0.24, 0.40, -0.52, -0.54, -0.47, 0.18, 0.21, 0.21, 0.22, 0.21, 0.36],
  "total_charge": 0,
  "lumo_energy_ev": [-1.35, -1.35],
  "orbital_gap_ev": [8.726, 8.728],
  "spin_multiplicity": 1,
  "e_above_lowest_kj_mol": 508.2,
  "e_homo_ev": [-10.078, -10.079]
}

# 2
{
  "formula": "C5H4N2",
  "method": "ωB97M-V/def2-TZVPD",
  "symbols": ["C", "C", "C", "C", "C", "N", "N", "H", "H", "H", "H"],
  "positions_angstrom": [[2.741, -0.291, -0.044], [1.540, -0.558, 0.309], [0.199, -0.577, 0.647], [-0.811, -0.997, -0.253], [-1.393, 0.188, -0.621], [-0.831, 1.262, 0.044], [-0.180, 0.671, 1.088], [0.755, 1.021, -0.735], [-0.866, -1.951, -0.757], [-2.156, 0.376, -1.367], [0.536, 1.267, 1.486]],
  "nbo_charge": [0.07, -0.45, 0.16, -0.25, -0.01, -0.29, -0.34, 0.23, 0.25, 0.23, 0.40],
  "total_charge": 0,
  "lumo_energy_ev": [-1.55, -1.55],
  "orbital_gap_ev": [8.257, 8.259],
  "spin_multiplicity": 1,
  "e_above_lowest_kj_mol": 834.4,
  "e_homo_ev": [-9.806, -9.808]
}

# 3
{
  "formula": "C54H54F8N2O2",
  "method": "ωB97M-V/def2-TZVPD",
  "symbols": ["F", "C", "C", "C", "C", "C", "C", "H", "H", "H", "H", "H", "F", "C", "C", "C", "C", "C", "C", "H", "H", "H", "H", "H", "F", "C", "C", "C", "C", "C", "C", "H", "H", "H", "H", "H", "F", "C", "C", "C", "C", "C", "C", "H", "H", "H", "H", "H", "F", "C", "C", "C", "C", "C", "C", "H", "H", "H", "H", "H", "F", "C", "C", "C", "C", "C", "C", "H", "H", "H", "H", "H", "F", "C", "C", "C", "C", "C", "C", "H", "H", "H", "H", "H", "F", "C", "C", "C", "C", "C", "C", "H", "H", "H", "H", "H", "C", "N", "C", "C", "O", "H", "H", "H", "H", "H", "H", "H", "C", "N", "C", "C", "O", "H", "H", "H", "H", "H", "H", "H"],
  "positions_angstrom": [[3.188, 0.857, -2.192], [2.861, 2.165, -1.982], [2.776, 2.478, -0.618], [2.335, 3.792, -0.316], [2.320, 4.782, -1.334], [2.577, 4.427, -2.647], [2.845, 3.102, -2.970], [2.781, 1.735, 0.185], [2.114, 4.143, 0.681], [2.082, 5.816, -1.091], [2.697, 5.189, -3.352], [3.049, 2.805, -3.982], [-1.724, -4.565, -3.099], [-2.227, -4.483, -1.850], [-1.474, -4.864, -0.800], [-1.963, -4.740, 0.506], [-3.276, -4.390, 0.726], [-4.116, -4.094, -0.352], [-3.600, -4.143, -1.692], [-0.445, -5.178, -0.889], [-1.353, -4.990, 1.389], [-3.575, -4.345, 1.812], [-5.070, -3.670, -0.233], [-4.147, -3.815, -2.571], [1.987, -1.484, -0.006], [2.862, -2.524, 0.070], [4.110, -2.346, -0.398], [5.021, -3.398, -0.402], [4.658, -4.582, 0.127], [3.340, -4.825, 0.634], [2.443, -3.720, 0.656], [4.310, -1.285, -0.693], [6.027, -3.206, -0.713], [5.424, -5.327, 0.301], [3.087, -5.741, 1.059], [1.475, -3.774, 1.085], [-1.352, 4.638, 1.570], [-1.084, 4.533, 2.922], [-0.030, 3.741, 3.241], [0.349, 3.643, 4.566], [-0.340, 4.413, 5.539], [-1.451, 5.145, 5.162], [-1.878, 5.181, 3.856], [0.443, 3.119, 2.363], [1.196, 3.068, 4.840], [0.022, 4.161, 6.561], [-1.838, 5.771, 5.951], [-2.795, 5.619, 3.606], [4.825, -3.741, -3.145], [3.678, -3.211, -3.460], [2.474, -3.709, -2.927], [1.299, -3.076, -3.173], [1.265, -1.972, -4.036], [2.401, -1.507, -4.589], [3.643, -2.072, -4.239], [2.465, -4.596, -2.310], [0.303, -3.417, -2.797], [0.318, -1.499, -4.256], [2.359, -0.547, -5.179], [4.529, -1.634, -4.636], [-5.287, -0.628, 5.654], [-4.044, -0.312, 5.180], [-3.799, 1.010, 4.855], [-2.584, 1.464, 4.326], [-1.513, 0.602, 4.264], [-1.726, -0.779, 4.624], [-2.969, -1.165, 5.030], [-4.601, 1.762, 4.963], [-2.423, 2.495, 4.026], [-0.462, 0.792, 3.890], [-0.963, -1.458, 4.452], [-3.134, -2.236, 5.195], [-3.531, 1.834, -2.564], [-4.008, 1.588, -1.336], [-3.438, 2.223, -0.282], [-3.956, 1.859, 0.977], [-5.059, 1.071, 1.145], [-5.635, 0.510, 0.013], [-5.123, 0.732, -1.235], [-2.550, 2.847, -0.344], [-3.560, 2.224, 1.880], [-5.496, 0.985, 2.115], [-6.449, -0.250, -0.023], [-5.590, 0.276, -2.126], [-2.141, 3.763, -4.317], [-1.006, 3.410, -4.949], [-0.083, 4.406, -5.174], [1.037, 4.162, -5.943], [1.281, 2.816, -6.281], [0.434, 1.820, -5.966], [-0.772, 2.120, -5.336], [-0.271, 5.427, -4.725], [1.807, 4.896, -6.136], [2.169, 2.648, -6.904], [0.597, 0.772, -6.255], [-1.526, 1.338, -5.094], [2.525, -3.011, 3.916], [2.791, -1.705, 3.303], [4.117, -1.133, 3.281], [1.709, -0.854, 3.185], [1.717, 0.342, 3.075], [1.486, -3.300, 3.673], [2.573, -3.024, 5.051], [3.212, -3.712, 3.434], [4.117, -0.321, 2.561], [4.657, -0.727, 4.177], [4.765, -1.952, 2.918], [0.791, -1.423, 3.046], [-0.990, -0.242, 0.579], [-1.234, -0.194, -0.851], [-0.351, 0.631, -1.634], [-1.984, -1.130, -1.535], [-2.144, -1.247, -2.728], [-0.706, 0.821, 0.818], [-0.194, -0.883, 0.862], [-1.914, -0.494, 1.114], [0.628, 0.126, -1.741], [-0.730, 0.817, -2.629], [-0.230, 1.656, -1.112], [-2.431, -1.919, -0.840]],
  "lowdin_charge": [0.03, -0.28, 0.00, -0.06, -0.08, -0.09, -0.02, 0.11, 0.09, 0.10, 0.09, 0.11, 0.06, -0.31, -0.04, -0.10, -0.12, -0.07, 0.01, 0.11, 0.11, 0.12, 0.08, 0.12, 0.05, -0.31, -0.03, -0.10, -0.09, -0.04, -0.02, 0.15, 0.11, 0.10, 0.08, 0.09, 0.02, -0.28, -0.05, -0.08, -0.08, -0.10, -0.02, 0.15, 0.09, 0.12, 0.11, 0.11, 0.09, -0.32, -0.03, -0.07, -0.10, -0.09, 0.00, 0.11, 0.10, 0.10, 0.11, 0.11, 0.05, -0.26, -0.02, -0.09, -0.06, -0.07, -0.04, 0.13, 0.08, 0.09, 0.06, 0.12, 0.06, -0.30, 0.00, -0.08, -0.09, -0.10, -0.02, 0.12, 0.07, 0.09, 0.12, 0.13, 0.06, -0.30, -0.03, -0.08, -0.13, -0.10, -0.01, 0.14, 0.10, 0.11, 0.11, 0.14, -0.06, -0.18, -0.06, -0.36, 0.02, 0.08, 0.11, 0.08, 0.08, 0.10, 0.09, 0.11, -0.05, -0.18, -0.05, -0.33, 0.02, 0.10, 0.04, 0.09, 0.08, 0.06, 0.11, 0.13],
  "total_charge": 0,
  "lumo_energy_ev": 0.30,
  "orbital_gap_ev": 8.995,
  "spin_multiplicity": 1,
  "smiles": "Fc1ccccc1.Fc1ccccc1.Fc1ccccc1.Fc1ccccc1.Fc1ccccc1.Fc1ccccc1.Fc1ccccc1.Fc1ccccc1.CN(C)C=O.CN(C)C=O",
  "e_above_lowest_kj_mol": 207.9,
  "e_homo_ev": -8.695
}

# 4
{
  "formula": "C6H12O",
  "method": "ωB97M-V/def2-TZVPD",
  "symbols": ["C", "C", "C", "C", "C", "C", "H", "H", "H", "H", "H", "H", "H", "H", "H", "H", "H", "H", "O"],
  "positions_angstrom": [[1.678, 0.673, -0.133], [0.911, -0.529, 0.203], [-0.206, -0.910, -0.577], [-0.631, -0.226, -1.781], [-1.533, 0.740, -1.892], [1.339, -1.319, 1.371], [1.021, 1.485, 0.204], [1.697, 0.869, -1.203], [2.650, 0.757, 0.338], [-0.706, -1.838, -0.298], [0.047, -0.380, -2.631], [-2.122, 1.036, -1.024], [-1.830, 1.282, -2.770], [0.603, -2.054, 1.678], [1.530, -0.620, 2.189], [2.314, -1.780, 1.176], [-1.512, 0.816, 1.400], [-2.798, 1.055, 2.318], [-2.453, 0.940, 1.432]],
  "nbo_charge": [-0.71, 0.31, 0.07, -0.34, -0.26, -0.70, 0.30, 0.28, 0.27, 0.24, 0.27, 0.23, 0.24, 0.25, 0.28, 0.30, 0.46, 0.50, -0.95],
  "total_charge": 1,
  "lumo_energy_ev": [-4.43, -8.08],
  "orbital_gap_ev": [10.380, 6.745],
  "spin_multiplicity": 2,
  "e_above_lowest_kj_mol": 90.9,
  "e_homo_ev": [-14.808, -14.822],
  "s2": 0.752
}